18
Properties=species:S:1:pos:R:3 method="wB97M-V/def2-TZVPD" total_charge=-1 e_above_lowest_ev=2.425 homo_ev=-2.568 lumo_energy_ev=3.72 gap_ev=6.29
O 0.306 3.738 -1.759
C -0.169 2.922 -0.976
N 0.529 1.776 -0.730
C 0.256 0.718 0.232
C -0.816 -0.269 -0.227
C -0.709 -1.671 0.387
C 0.786 -2.099 0.839
O 1.071 -1.475 1.994
H -1.126 3.093 -0.497
H 1.345 1.649 -1.307
H 1.153 0.140 0.435
H 0.162 1.088 1.265
H -0.740 -0.410 -1.309
H -1.853 0.076 -0.067
H -1.360 -1.890 1.239
H -1.051 -2.381 -0.406
H 0.761 -3.213 0.869
H 1.454 -1.792 0.017